# 1
{"formula": "C6H18NO", "method": "ωB97M-V/def2-TZVPD", "e_homo_ev": [-3.40, -10.83], "total_charge": 0, "multiplicity": 2, "s_squared": 0.751, "orbital_gap_ha": [0.1613, 0.4227], "symbols": ["C", "C", "C", "C", "C", "C", "N", "H", "H", "H", "H", "H", "H", "H", "H", "H", "H", "H", "H", "H", "H", "H", "H", "H", "H", "O"], "xyz": [[-3.50035, -0.44879, -1.81130], [-2.03053, -0.61149, -1.56259], [-1.10493, 0.69302, -1.50092], [-0.19655, 0.69041, -0.31573], [0.96251, -0.28704, -0.58806], [2.43291, 0.16936, 0.09115], [2.54117, -0.44541, 1.52730], [-3.71434, 0.68658, -1.98181], [-4.12021, -0.92860, -2.50365], [-4.11271, -0.41091, -0.93220], [-1.74266, -1.25484, -2.39637], [-1.66835, -1.30208, -0.67604], [-0.57981, 0.80769, -2.50824], [-1.68792, 1.52158, -1.57848], [0.23814, 1.77713, -0.09834], [-0.85113, 0.36156, 0.53529], [0.82867, -1.25294, -0.21413], [1.22722, -0.26134, -1.73524], [2.69357, 1.12072, 0.02363], [3.26650, -0.35960, -0.46329], [3.43972, -0.39980, 2.12786], [1.80296, 0.19378, 2.09817], [2.26443, -1.48993, 1.48213], [1.64487, 1.08106, 4.20493], [0.87476, 0.04188, 4.81828], [1.09207, 0.30799, 3.95764]]}


# 2
{"formula": "C6H18NO3", "method": "ωB97M-V/def2-TZVPD", "e_homo_ev": -4.04, "total_charge": -1, "multiplicity": 1, "orbital_gap_ha": 0.2790, "symbols": ["C", "C", "N", "C", "C", "C", "C", "O", "H", "H", "H", "H", "H", "H", "H", "H", "H", "H", "H", "H", "H", "H", "H", "H", "O", "H", "H", "O"], "xyz": [[1.54934, 0.49494, -1.42634], [0.49299, -0.51621, -1.78393], [-0.34851, -0.85037, -0.68136], [-1.29050, -1.90477, -0.99146], [-1.93212, -2.42177, 0.30994], [-0.87498, 0.26401, 0.07394], [-0.42258, 0.35414, 1.57206], [0.25974, 1.51559, 1.86176], [1.14517, 1.52166, -1.46981], [1.82947, 0.53240, -0.37487], [2.40362, 0.57806, -2.09995], [0.94058, -1.44819, -2.15896], [-0.09807, -0.19609, -2.66402], [-2.02123, -1.66679, -1.77624], [-0.64663, -2.71368, -1.35635], [-1.80430, -3.51116, 0.39102], [-2.99843, -2.24300, 0.36625], [-1.40304, -2.06515, 1.18795], [-1.97865, 0.28626, 0.10832], [-0.65156, 1.23108, -0.35314], [-1.26081, 0.09246, 2.24480], [0.28823, -0.49302, 1.69313], [2.71431, 0.46334, 1.62796], [1.59398, 1.39017, 2.05112], [2.64523, 1.24332, 2.18415], [1.36599, 3.53616, 0.59052], [-0.00484, 2.95387, 0.72069], [0.50759, 3.57277, 0.15279]]}


Ordered energy relative to the best compared isomer or geometry (same formula, charge and spin) results: 72.4, 20.2; unit kcal/mol.
Ordered strongest force on any atom results: 7.0, 2.2; unit eV/Å.
Ordered molecular weight results: 120.216, 152.214; unit Da.